(1)
Formula: C35H54Br2N4O2P2Si3Sn
Source: OMol25
Level of theory: ωB97M-V with the def2-TZVPD basis set

The calculation puts the total energy at -235359.2180 eV. The value obtained for the energy relative to the best compared isomer or geometry (same formula, charge and spin) is 0.0 kcal per mole. The value obtained for the highest occupied orbital energy is -6.8631 eV. The calculation puts the orbital gap at 6.75 eV. For the LUMO energy, the calculation gives -0.11 eV.

Positions of all 103 atoms, in Å:
1 Sn 0.259 0.361 -0.019
2 C 0.205 3.354 -2.571
3 O 0.768 2.217 -1.946
4 Si 2.428 1.922 -1.796
5 C 3.072 3.475 -0.966
6 C 3.090 2.000 -3.539
7 C 2.528 0.335 -0.868
8 Si 3.812 0.444 0.478
9 C 4.088 -1.095 1.512
10 C 5.532 0.822 -0.175
11 C 3.371 1.809 1.719
12 Si 2.779 -1.162 -1.975
13 C 4.312 -1.129 -3.066
14 C 1.345 -1.430 -3.144
15 C 2.959 -2.756 -1.003
16 H 0.523 3.445 -3.615
17 H 0.478 4.278 -2.050
18 H -0.882 3.256 -2.551
19 H 2.977 4.307 -1.671
20 H 4.121 3.416 -0.672
21 H 2.488 3.718 -0.073
22 H 2.849 2.979 -3.966
23 H 2.667 1.227 -4.188
24 H 4.178 1.896 -3.554
25 H 4.719 -1.827 1.005
26 H 3.162 -1.599 1.785
27 H 4.595 -0.796 2.435
28 H 5.930 -0.024 -0.742
29 H 6.215 1.006 0.661
30 H 5.560 1.696 -0.831
31 H 2.317 2.100 1.637
32 H 3.975 2.707 1.570
33 H 3.542 1.461 2.743
34 H 4.231 -0.425 -3.892
35 H 4.448 -2.127 -3.497
36 H 5.218 -0.887 -2.504
37 H 1.190 -0.582 -3.820
38 H 0.417 -1.609 -2.596
39 H 1.546 -2.316 -3.756
40 H 4.007 -2.962 -0.766
41 H 2.585 -3.586 -1.613
42 H 2.400 -2.758 -0.067
43 C 0.673 4.119 3.468
44 P -0.361 2.975 2.459
45 C -1.104 4.172 1.282
46 C -1.762 2.763 3.653
47 C -2.988 2.025 3.099
48 P -2.611 0.395 2.305
49 C -4.340 -0.185 2.035
50 C -2.193 -0.600 3.795
51 H 0.078 4.924 3.909
52 H 1.450 4.556 2.837
53 H 1.173 3.568 4.266
54 H -1.648 4.965 1.802
55 H -1.779 3.655 0.596
56 H -0.305 4.616 0.683
57 H -2.053 3.751 4.022
58 H -1.357 2.208 4.505
59 H -3.480 2.638 2.337
60 H -3.715 1.867 3.902
61 H -4.967 -0.033 2.918
62 H -4.323 -1.252 1.801
63 H -4.786 0.343 1.190
64 H -2.977 -0.538 4.555
65 H -1.249 -0.258 4.225
66 H -2.055 -1.644 3.504
67 Br -0.714 -4.640 -1.030
68 C -0.007 -3.994 0.598
69 C 0.401 -4.918 1.574
70 C 0.920 -4.493 2.761
71 Br 1.454 -5.784 4.043
72 C 1.058 -3.111 3.031
73 C 1.576 -2.566 4.228
74 C 1.675 -1.214 4.378
75 C 1.263 -0.378 3.324
76 N 0.775 -0.846 2.202
77 C 0.653 -2.195 2.034
78 C 0.100 -2.622 0.773
79 O -0.281 -1.750 -0.117
80 H 0.305 -5.976 1.372
81 H 1.899 -3.235 5.015
82 H 2.069 -0.779 5.287
83 H 1.338 0.702 3.404
84 N -9.374 -3.707 -3.061
85 C -8.344 -3.197 -3.040
86 C -7.051 -2.550 -3.012
87 C -6.521 -1.996 -4.172
88 C -5.287 -1.373 -4.146
89 C -4.573 -1.291 -2.959
90 C -5.098 -1.850 -1.797
91 C -6.328 -2.477 -1.826
92 N -3.309 -0.647 -2.932
93 C -2.743 0.137 -3.928
94 C -1.553 0.565 -3.438
95 N -1.368 0.071 -2.163
96 C -2.424 -0.642 -1.893
97 H -7.076 -2.060 -5.098
98 H -4.883 -0.968 -5.062
99 H -4.555 -1.798 -0.864
100 H -6.735 -2.909 -0.922
101 H -3.223 0.322 -4.871
102 H -0.814 1.189 -3.916
103 H -2.554 -1.204 -0.979

Atomic forces in eV per Å
Sn -0.109 0.297 0.141
C 0.084 -0.114 0.166
O 0.014 0.113 -0.270
Si -0.332 0.155 -0.134
C 0.078 0.117 0.133
C 0.147 -0.110 -0.174
C -0.087 -0.206 -0.123
Si -0.052 0.115 0.143
C -0.020 -0.239 0.028
C 0.141 0.083 -0.122
C -0.074 0.055 0.072
Si -0.061 -0.057 0.017
C 0.170 0.050 0.000
C -0.184 0.032 -0.119
C 0.022 -0.150 0.141
H 0.009 -0.029 0.011
H 0.004 -0.030 0.006
H 0.019 0.005 0.026
H -0.002 -0.036 0.041
H -0.030 0.026 -0.026
H 0.038 0.003 -0.066
H 0.018 -0.054 0.005
H 0.047 0.089 0.046
H -0.028 0.002 -0.031
H -0.016 0.063 0.035
H 0.052 -0.047 0.057
H 0.003 -0.019 -0.045
H -0.006 0.049 0.069
H -0.030 0.012 -0.029
H 0.044 -0.013 0.010
H 0.081 -0.003 0.080
H -0.050 -0.064 0.018
H 0.019 0.032 -0.059
H 0.027 0.016 -0.031
H -0.022 0.036 0.038
H -0.042 -0.037 -0.079
H -0.033 -0.060 0.038
H 0.073 -0.019 -0.063
H 0.025 0.061 0.008
H -0.081 -0.013 -0.023
H 0.039 0.049 0.034
H 0.077 -0.046 -0.063
C -0.093 0.068 -0.043
P 0.078 -0.095 0.180
C 0.010 -0.027 -0.029
C -0.042 -0.074 -0.062
C 0.104 0.040 0.009
P 0.034 -0.027 -0.062
C 0.006 0.002 0.094
C -0.050 0.043 0.031
H 0.048 0.014 -0.003
H -0.010 -0.020 0.007
H -0.036 -0.008 -0.005
H 0.008 0.015 -0.036
H 0.024 0.003 0.041
H -0.048 -0.017 0.018
H -0.051 -0.013 0.048
H -0.003 0.036 0.015
H 0.005 -0.008 0.012
H -0.037 0.034 -0.003
H 0.001 -0.028 -0.038
H -0.007 0.017 -0.007
H 0.018 0.000 0.018
H 0.026 -0.020 0.008
H -0.090 -0.010 -0.028
H -0.009 0.024 0.011
Br 0.005 0.041 0.017
C -0.061 0.053 0.005
C -0.021 0.043 -0.061
C 0.001 -0.022 0.007
Br 0.003 0.010 0.017
C -0.011 0.084 0.034
C 0.013 -0.056 -0.026
C -0.032 0.063 0.020
C -0.034 -0.020 -0.040
N 0.143 -0.282 -0.119
C -0.007 0.251 -0.026
C -0.180 0.080 0.076
O 0.323 -0.129 0.021
H -0.015 0.015 -0.019
H -0.004 -0.013 0.006
H -0.003 -0.009 -0.032
H 0.009 -0.033 -0.028
N 0.084 0.037 0.001
C 0.188 0.102 0.005
C -0.242 -0.134 0.009
C -0.011 0.018 -0.081
C -0.053 -0.045 -0.089
C 0.261 0.076 0.009
C -0.006 -0.005 0.088
C -0.008 -0.017 0.071
N -0.201 0.012 0.003
C -0.013 -0.066 0.073
C 0.027 0.003 0.159
N 0.047 -0.016 -0.123
C 0.013 -0.112 0.000
H 0.006 0.004 0.004
H -0.008 0.001 0.013
H -0.032 0.014 -0.033
H 0.010 0.005 -0.013
H -0.012 -0.004 0.028
H -0.046 -0.066 0.051
H 0.007 0.054 -0.108

***

(2)
Formula: C5H7NO
Source: OMol25
Level of theory: ωB97M-V with the def2-TZVPD basis set

The calculation puts the total energy at -8832.8745 eV. The value obtained for the energy relative to the best compared isomer or geometry (same formula, charge and spin) is 76.8 kcal per mole. The value obtained for the highest occupied orbital energy is -9.0312 eV. The calculation puts the orbital gap at 9.91 eV. As for the SMILES: C=C=C(O)[C@H]1CN1. For the LUMO energy, the calculation gives 0.88 eV.

Positions of all 14 atoms, in Å:
1 C -2.003 -0.271 -1.655
2 C -1.158 0.149 -0.753
3 C -0.361 0.729 0.112
4 O -0.398 2.116 0.187
5 C 0.655 0.074 0.993
6 C 1.252 -1.241 0.670
7 N 2.051 -0.027 0.549
8 H -3.021 -0.539 -1.373
9 H -1.739 -0.319 -2.712
10 H -0.433 2.375 1.117
11 H 0.561 0.354 2.048
12 H 0.914 -1.748 -0.233
13 H 1.561 -1.903 1.477
14 H 2.119 0.252 -0.427

Atomic forces in eV per Å
C 0.092 0.075 0.136
C -0.027 0.115 -0.034
C 0.030 -0.200 -0.084
O -0.035 -0.014 0.154
C -0.231 0.032 0.060
C -0.148 -0.266 0.010
N 0.119 0.191 -0.170
H 0.211 -0.042 -0.088
H -0.016 -0.079 0.232
H 0.111 -0.010 -0.082
H 0.035 -0.084 -0.257
H 0.038 0.159 0.131
H -0.134 0.127 -0.133
H -0.044 -0.005 0.123

***

(3)
Formula: C14H18OS4
Source: OMol25
Level of theory: ωB97M-V with the def2-TZVPD basis set

The calculation puts the total energy at -60197.7447 eV. The value obtained for the highest occupied orbital energy is -7.9054 eV. The calculation puts the orbital gap at 8.34 eV. For the LUMO energy, the calculation gives 0.44 eV.

Positions of all 37 atoms, in Å:
1 C -4.087 -2.645 0.163
2 C -3.523 -1.266 -0.140
3 C -4.009 -0.777 -1.465
4 O -2.064 -1.411 -0.076
5 C -1.336 -0.262 -0.001
6 S 0.321 -0.754 0.168
7 S -1.924 1.266 -0.016
8 H -5.188 -2.592 0.197
9 H -3.822 -3.369 -0.611
10 H -3.732 -3.058 1.111
11 H -3.832 -0.576 0.662
12 H -5.103 -0.658 -1.398
13 H -3.569 0.190 -1.711
14 H -3.792 -1.496 -2.244
15 C 3.136 1.509 -3.567
16 C 2.246 2.361 -2.906
17 C 1.858 2.073 -1.585
18 C 2.336 0.933 -0.951
19 C 1.661 0.481 0.368
20 S 2.839 -0.406 1.445
21 C 1.756 -0.876 2.814
22 C 1.158 0.282 3.616
23 C 0.357 1.222 2.712
24 S 1.299 1.936 1.363
25 C 3.323 0.150 -1.563
26 C 3.717 0.433 -2.885
27 H 3.389 1.690 -4.598
28 H 1.804 3.220 -3.409
29 H 1.152 2.704 -1.064
30 H 0.959 -1.573 2.463
31 H 2.501 -1.430 3.428
32 H 0.471 -0.155 4.356
33 H 1.966 0.837 4.125
34 H -0.589 0.789 2.326
35 H 0.132 2.147 3.276
36 H 3.752 -0.689 -1.024
37 H 4.436 -0.230 -3.380

Atomic forces in eV per Å
C -0.174 -0.317 0.111
C -0.202 -0.538 0.912
C -0.352 0.590 -0.274
O 0.336 1.204 -0.057
C -0.697 0.302 -0.173
S 0.312 -1.515 -0.665
S 0.208 -0.108 0.081
H 0.395 0.046 0.025
H 0.039 0.141 -0.070
H -0.023 0.236 -0.027
H 0.316 -0.102 -0.287
H 0.370 -0.015 -0.083
H -0.170 -0.197 -0.100
H 0.093 -0.189 -0.247
C -0.003 -0.057 0.658
C -0.041 -0.405 0.540
C 0.139 -0.030 -0.864
C -0.261 -0.581 0.389
C 0.548 1.099 0.413
S 0.128 -0.952 -0.531
C 0.374 -0.604 0.583
C 0.065 -0.205 -0.447
C -0.145 0.574 0.538
S -0.723 0.789 -0.321
C -0.173 0.280 -0.631
C -0.349 -0.053 0.560
H 0.086 0.066 -0.181
H 0.213 -0.205 0.077
H -0.139 0.023 -0.142
H 0.785 0.460 0.322
H -0.716 0.128 -0.169
H 0.258 0.202 0.011
H -0.422 -0.199 -0.178
H 0.580 0.253 0.344
H -0.288 -0.495 -0.134
H -0.098 -0.010 -0.173
H -0.267 0.382 0.191